1.
# C2H2N2O2

C2H2N2O2 in the gas phase at a distorted geometry (ωB97M-V/def2-TZVPD, the Open Molecules 2025 dataset).

ORCA input file:
```
! RIJCOSX wB97M-V def2-TZVPD def2/J DEFGRID3
* xyz 0 1
O 1.96 0.17 0.23
C 0.66 -0.03 0.05
N 0.18 -1.24 -0.10
O -1.37 -0.84 -0.27
C -1.35 0.48 -0.20
N -0.20 1.04 -0.01
H 2.37 -0.63 0.59
H -2.28 1.05 -0.31
*
```

As for the energy relative to the best compared isomer or geometry (same formula, charge and spin): 45.9 kcal per mole. As for the structure (SMILES): Oc1ncon1.


2.
# CH2O4Si

A molecular structure, CH2O4Si at a distorted geometry (ωB97M-V/def2-TZVPD, the Open Molecules 2025 dataset).

ORCA input file:
```
! RIJCOSX wB97M-V def2-TZVPD def2/J DEFGRID3
* xyz 0 1
C -1.22 0.30 -0.01
O -2.24 0.90 -0.01
O -1.20 -1.04 -0.02
O -0.07 0.87 0.05
O 0.35 -1.46 0.02
Si 1.25 -0.10 0.00
H 1.48 0.27 -1.42
H 1.65 0.26 1.39
*
```

As for the energy relative to the best compared isomer or geometry (same formula, charge and spin): 99.0 kcal per mole.


3.
# C16H25NO3

C16H25NO3 in the gas phase (ωB97M-V/def2-TZVPD, the Open Molecules 2025 dataset).

ORCA input file:
```
! RIJCOSX wB97M-V def2-TZVPD def2/J DEFGRID3
* xyz 0 1
C -0.15 4.88 1.65
C 0.58 3.61 1.21
C 2.06 3.65 1.62
C 2.82 2.35 1.35
C 2.95 1.99 -0.13
C 1.88 1.01 -0.61
C 2.12 -0.39 -0.09
O 3.18 -0.71 0.41
C 1.02 -1.36 -0.21
C 1.09 -2.61 0.42
N -0.05 -3.26 0.16
C -0.88 -2.49 -0.63
C -0.23 -1.29 -0.88
C -0.79 -0.19 -1.72
H -0.06 0.13 -2.46
H -1.68 -0.54 -2.22
H -1.05 0.67 -1.11
C -2.15 -3.08 -0.99
O -2.47 -4.20 -0.62
O -2.93 -2.31 -1.77
C -4.20 -2.84 -2.14
C -5.24 -2.60 -1.05
H -5.31 -1.54 -0.82
H -6.21 -2.96 -1.38
H -4.96 -3.14 -0.15
H -4.10 -3.91 -2.33
H -4.47 -2.32 -3.06
H -0.32 -4.18 0.47
C 2.16 -3.20 1.24
H 2.48 -2.50 2.01
H 1.83 -4.13 1.71
H 3.04 -3.41 0.62
H 0.89 1.34 -0.29
H 1.88 0.96 -1.70
H 3.92 1.51 -0.30
H 2.92 2.89 -0.74
H 3.82 2.47 1.78
H 2.34 1.53 1.88
H 2.11 3.87 2.69
H 2.55 4.47 1.09
H 0.10 2.74 1.66
H 0.50 3.52 0.12
H -1.19 4.84 1.34
H -0.11 4.98 2.73
H 0.31 5.76 1.20
*
```

As for the energy relative to the best compared isomer or geometry (same formula, charge and spin): 8.7 kcal per mole. As for the structure (SMILES): CCCCCCC(=O)c1c(C)[nH]c(C(=O)OCC)c1C.


4.
# C3H6N2O

C3H6N2O in the gas phase (ωB97M-V/def2-TZVPD, the Open Molecules 2025 dataset).

ORCA input file:
```
! RIJCOSX wB97M-V def2-TZVPD def2/J DEFGRID3
* xyz 0 1
C -1.81 0.33 -0.10
C -0.44 0.95 -0.03
O -0.09 1.92 -0.66
N 0.48 0.19 0.73
C 1.58 -0.33 0.03
N 1.90 -1.54 0.20
H -2.50 0.99 -0.63
H -1.69 -0.60 -0.67
H -2.22 0.06 0.88
H 0.07 -0.53 1.30
H 2.04 0.38 -0.67
H 2.69 -1.80 -0.38
*
```

As for the energy relative to the best compared isomer or geometry (same formula, charge and spin): 17.5 kcal per mole. As for the structure (SMILES): [H]/N=C/NC(C)=O.


5.
# C50H75N7O15

12 unconnected molecules or ions with the total composition C50H75N7O15 at a distorted geometry (ωB97M-V/def2-TZVPD, the Open Molecules 2025 dataset).

ORCA input file:
```
! RIJCOSX wB97M-V def2-TZVPD def2/J DEFGRID3
* xyz 0 1
N -2.25 -2.05 -7.32
C -2.67 -1.08 -6.45
C -2.10 -1.25 -5.25
C -1.18 -2.35 -5.38
C -1.34 -2.86 -6.63
H -2.76 -2.38 -8.16
H -3.31 -0.29 -6.82
H -2.21 -0.68 -4.36
H -0.50 -2.73 -4.63
H -0.75 -3.66 -7.09
N -0.57 8.21 4.17
C -0.81 6.86 4.21
C -0.06 6.25 3.20
C 0.49 7.26 2.46
C 0.19 8.49 3.04
H -1.08 8.84 4.78
H -1.42 6.43 4.95
H 0.01 5.20 3.01
H 1.07 7.08 1.56
H 0.39 9.53 2.72
N -3.25 2.94 4.45
C -3.71 2.47 5.66
C -2.61 2.35 6.45
C -1.47 2.73 5.73
C -1.86 3.06 4.46
H -3.86 3.05 3.63
H -4.78 2.27 5.86
H -2.67 2.01 7.46
H -0.42 2.73 6.05
H -1.37 3.46 3.57
N -2.21 -0.26 3.96
C -1.99 -0.29 2.59
C -2.67 -1.42 2.15
C -3.33 -2.01 3.28
C -2.94 -1.30 4.38
H -1.84 0.45 4.56
H -1.38 0.46 2.16
H -2.74 -1.90 1.17
H -4.01 -2.81 3.17
H -3.14 -1.36 5.43
N -3.01 0.67 -0.77
C -2.53 1.29 -1.88
C -3.44 2.20 -2.30
C -4.48 2.26 -1.35
C -4.26 1.22 -0.46
H -2.55 -0.01 -0.22
H -1.62 1.00 -2.35
H -3.32 2.85 -3.16
H -5.39 2.86 -1.44
H -4.86 0.80 0.32
C 1.57 -6.78 -3.67
C 0.76 -5.51 -3.98
O 1.16 -4.38 -3.26
C 2.27 -3.77 -3.77
O 2.70 -2.87 -3.12
O 2.78 -4.16 -4.89
C 4.00 -3.53 -5.28
H 2.57 -6.73 -4.11
H 1.24 -7.72 -4.16
H 1.57 -7.01 -2.62
H -0.26 -5.73 -3.63
H 0.77 -5.33 -5.06
H 3.97 -2.46 -5.42
H 4.30 -4.00 -6.25
H 4.69 -3.73 -4.48
C -1.86 4.76 0.09
C -0.65 4.23 -0.61
O 0.51 4.56 0.13
C 1.71 4.37 -0.35
O 2.69 4.67 0.32
O 1.79 3.77 -1.52
C 3.12 3.32 -1.97
H -1.76 4.62 1.19
H -2.77 4.27 -0.28
H -1.90 5.85 0.11
H -0.54 4.53 -1.65
H -0.76 3.13 -0.63
H 3.85 4.09 -1.84
H 3.08 3.11 -3.06
H 3.45 2.45 -1.39
C 1.33 -1.47 3.58
C 0.24 -2.48 4.14
O 0.61 -3.82 3.87
C 1.56 -4.34 4.59
O 2.07 -3.86 5.61
O 1.85 -5.57 4.12
C 2.86 -6.32 4.81
H 1.20 -0.51 4.03
H 1.32 -1.48 2.47
H 2.28 -1.89 3.88
H -0.73 -2.29 3.71
H 0.23 -2.34 5.21
H 3.86 -5.86 4.80
H 2.93 -7.28 4.31
H 2.64 -6.42 5.88
C 0.63 2.23 2.14
C 1.32 1.35 1.07
O 0.37 0.35 0.62
C 0.57 -0.15 -0.57
O 1.39 0.13 -1.43
O -0.38 -1.15 -0.78
C -0.23 -1.80 -2.06
H 1.33 3.05 2.36
H 0.42 1.60 3.02
H -0.35 2.54 1.81
H 2.19 0.79 1.46
H 1.68 1.98 0.30
H -0.96 -2.57 -2.03
H 0.82 -2.15 -2.14
H -0.52 -1.12 -2.85
C 0.27 -4.96 0.30
C -1.15 -4.74 0.73
O -2.00 -4.08 -0.22
C -2.52 -4.70 -1.26
O -2.38 -5.88 -1.57
O -3.26 -3.83 -1.96
C -3.52 -4.13 -3.34
H 0.71 -4.04 -0.09
H 0.40 -5.63 -0.55
H 0.76 -5.27 1.21
H -1.09 -4.10 1.61
H -1.67 -5.64 1.02
H -4.38 -4.78 -3.47
H -2.62 -4.57 -3.74
H -3.79 -3.20 -3.81
N 3.60 0.51 -5.30
C 2.42 0.42 -4.70
C 1.19 0.41 -5.35
C 1.21 0.55 -6.75
C 2.43 0.67 -7.40
C 3.59 0.66 -6.65
H 2.39 0.27 -3.61
H 0.24 0.33 -4.83
H 0.31 0.67 -7.32
H 2.38 0.87 -8.48
H 4.57 0.77 -7.10
N 2.23 3.01 5.52
C 2.25 4.34 5.27
C 2.97 4.90 4.23
C 3.74 4.03 3.43
C 3.76 2.70 3.72
C 2.99 2.23 4.81
H 1.59 4.92 5.87
H 2.83 5.92 3.83
H 4.23 4.44 2.53
H 4.29 2.03 3.06
H 3.01 1.17 5.05
*
```

As for the structure (SMILES): CCOC(=O)OC.CCOC(=O)OC.CCOC(=O)OC.CCOC(=O)OC.CCOC(=O)OC.c1cc[nH]c1.c1cc[nH]c1.c1cc[nH]c1.c1cc[nH]c1.c1cc[nH]c1.c1ccncc1.c1ccncc1. The calculation puts the energy at -3462.0793 hartree.


6.
# C4H6N2O

C4H6N2O in the gas phase (ωB97M-V/def2-TZVPD, the Open Molecules 2025 dataset).

ORCA input file:
```
! RIJCOSX wB97M-V def2-TZVPD def2/J DEFGRID3
* xyz 0 1
C -1.26 -0.26 -1.76
C -0.25 0.09 -0.71
N 0.31 1.24 -0.52
C 0.94 1.16 0.72
C 0.73 -0.07 1.26
O 1.03 -0.64 2.45
N -0.03 -0.78 0.35
H -0.98 0.14 -2.73
H -2.21 0.19 -1.48
H -1.42 -1.34 -1.85
H 1.52 1.99 1.11
H 1.44 0.03 3.01
H 0.18 -1.74 0.15
*
```

As for the energy relative to the best compared isomer or geometry (same formula, charge and spin): 18.8 kcal per mole. As for the structure (SMILES): Cc1ncc(O)[nH]1.


7.
# C2H8OS2

2 unconnected molecules or ions with the total composition C2H8OS2 at a distorted geometry (ωB97M-V/def2-TZVPD, the Open Molecules 2025 dataset).

ORCA input file:
```
! RIJCOSX wB97M-V def2-TZVPD def2/J DEFGRID3
* xyz 0 1
C 0.55 2.66 0.19
C -0.15 1.32 0.07
S 0.98 0.13 -0.72
S -0.04 -1.59 -0.66
H 0.57 3.18 -0.77
H 1.58 2.53 0.52
H -0.01 3.30 0.87
H -1.07 1.36 -0.50
H -0.40 0.91 1.04
H -0.66 -1.68 -1.85
H -2.74 -1.20 2.34
H -1.38 -1.92 2.39
O -1.79 -1.05 2.42
*
```

As for the energy relative to the best compared isomer or geometry (same formula, charge and spin): 4.8 kcal per mole. As for the structure (SMILES): CCSS.O.


8.
# C20H16ClF4N5O3S

C20H16ClF4N5O3S in the gas phase at a distorted geometry (ωB97M-V/def2-TZVPD, the Open Molecules 2025 dataset).

ORCA input file:
```
! RIJCOSX wB97M-V def2-TZVPD def2/J DEFGRID3
* xyz 0 1
O 3.06 3.62 0.45
O -0.55 -0.41 -3.45
O -0.64 0.63 -1.21
F 2.40 -5.26 -0.06
F -4.56 -4.39 2.24
F -5.41 -3.33 0.42
F -6.28 -3.06 2.46
Cl 2.00 2.20 4.09
N -0.18 0.79 3.39
N -3.20 -2.15 3.05
N -4.01 -1.07 1.09
C 1.92 3.17 0.44
C 0.63 1.76 3.13
C -1.00 1.88 1.58
C 0.14 2.51 1.99
C -4.11 -2.07 2.02
C -2.25 -1.24 3.13
C -3.04 -0.17 1.19
C 1.84 -3.02 0.32
C 1.39 -4.04 -1.83
C 1.32 -1.81 -0.16
C 0.91 -2.79 -2.31
C 1.89 -4.13 -0.52
C -2.16 -0.17 2.24
C 0.89 -1.66 -1.52
N -1.17 0.80 2.43
N 1.62 2.15 -0.42
C 0.82 3.67 1.35
C -5.13 -3.20 1.79
C 1.52 2.05 -3.64
C 2.29 2.92 -2.65
C 1.67 0.88 -2.66
C 2.34 1.78 -1.63
S 0.21 -0.10 -2.22
H -1.64 2.15 0.74
H -1.58 -1.25 3.97
H -3.00 0.59 0.44
H 2.30 -3.06 1.34
H 1.50 -4.90 -2.49
H 1.37 -0.94 0.50
H 0.49 -2.74 -3.31
H 0.65 1.85 -0.43
H 1.26 4.32 2.08
H 0.13 4.30 0.80
H 2.05 1.90 -4.58
H 0.51 2.45 -3.76
H 3.27 3.23 -3.07
H 1.76 3.83 -2.32
H 2.44 0.14 -3.01
H 3.33 1.38 -1.40
*
```

As for the energy relative to the best compared isomer or geometry (same formula, charge and spin): 0.0 kcal per mole. As for the structure (SMILES): O=C(Cc1cn(-c2cnc(C(F)(F)F)nc2)nc1Cl)N[C@@H]1CC[C@@H]1S(=O)(=O)c1ccc(F)cc1.


9.
# C25H77N3O14

12 unconnected molecules or ions with the total composition C25H77N3O14 at a distorted geometry (ωB97M-V/def2-TZVPD, the Open Molecules 2025 dataset).

ORCA input file:
```
! RIJCOSX wB97M-V def2-TZVPD def2/J DEFGRID3
* xyz 0 1
C -7.90 4.31 -7.59
O -7.84 3.25 -6.60
H -7.52 5.26 -7.22
H -7.35 4.07 -8.50
H -8.95 4.42 -7.85
H -7.52 3.68 -5.80
C -2.21 4.59 6.49
O -3.02 4.59 5.30
H -1.86 3.56 6.45
H -1.28 5.16 6.48
H -2.75 4.84 7.41
H -3.74 3.97 5.34
C 3.86 -0.18 -8.58
O 3.18 -1.39 -8.63
H 4.51 -0.16 -9.46
H 3.15 0.64 -8.59
H 4.30 -0.01 -7.60
H 3.73 -2.17 -8.68
C 1.26 -6.14 9.57
O 1.71 -5.66 8.28
H 1.16 -5.30 10.27
H 0.30 -6.66 9.53
H 2.00 -6.84 9.96
H 2.48 -5.09 8.33
C 1.09 7.07 -7.82
O 1.50 7.62 -6.59
H 1.11 7.77 -8.66
H 1.89 6.41 -8.18
H 0.17 6.49 -7.82
H 1.10 8.48 -6.70
C 4.22 5.90 0.26
O 2.96 6.45 -0.11
H 4.99 6.64 0.50
H 4.19 5.17 1.07
H 4.59 5.30 -0.57
H 2.90 6.56 -1.06
C -4.92 9.40 0.04
O -6.09 9.39 -0.73
H -4.66 10.43 0.31
H -4.99 8.81 0.96
H -4.02 9.21 -0.54
H -6.43 8.49 -0.78
C -8.04 3.36 -0.78
O -7.07 4.07 -1.44
H -9.00 3.86 -0.92
H -8.09 2.39 -1.27
H -7.90 3.20 0.28
H -6.17 3.98 -1.13
C -5.36 -1.34 5.28
O -5.83 -0.17 5.94
H -4.29 -1.25 5.06
H -5.55 -2.28 5.80
H -5.81 -1.25 4.29
H -5.38 -0.18 6.78
C -4.07 -6.08 -7.59
O -5.44 -6.07 -7.25
C -5.96 -4.84 -6.70
C -5.23 -4.31 -5.49
N -5.16 -5.34 -4.38
C -4.24 -4.90 -3.30
C -2.73 -5.01 -3.76
O -2.44 -6.26 -4.35
C -1.11 -6.57 -4.63
H -3.87 -5.49 -8.49
H -3.82 -7.07 -7.95
H -3.31 -5.79 -6.87
H -7.00 -5.06 -6.47
H -6.06 -4.15 -7.54
H -5.67 -3.36 -5.20
H -4.25 -4.01 -5.85
H -4.86 -6.19 -4.83
H -4.35 -5.79 -2.68
H -4.54 -3.98 -2.81
H -2.08 -5.09 -2.89
H -2.43 -4.15 -4.36
H -0.61 -6.44 -3.67
H -0.74 -5.91 -5.41
H -0.86 -7.56 -5.01
C 8.29 -2.15 2.59
O 8.86 -2.28 3.95
C 9.50 -1.10 4.51
C 8.61 -0.60 5.71
N 8.85 -1.58 6.78
C 8.02 -1.34 7.90
C 8.00 -2.52 8.91
O 7.77 -3.72 8.21
C 7.85 -4.82 9.08
H 9.02 -1.74 1.90
H 7.30 -1.68 2.55
H 8.21 -3.19 2.27
H 9.56 -0.28 3.80
H 10.52 -1.34 4.80
H 7.62 -0.20 5.51
H 9.05 0.31 6.14
H 8.63 -2.51 6.45
H 6.96 -1.29 7.63
H 8.12 -0.43 8.49
H 7.18 -2.50 9.62
H 8.98 -2.64 9.37
H 8.74 -4.89 9.71
H 7.79 -5.69 8.44
H 6.96 -4.77 9.70
C -0.58 2.05 -2.49
C -0.71 1.59 -0.96
C 0.52 0.95 -0.34
O 0.17 0.56 1.03
C 0.97 -0.44 1.63
N -1.28 2.73 -0.25
H 0.32 2.66 -2.59
H -1.46 2.57 -2.88
H -0.45 1.12 -3.05
H -1.47 0.81 -0.87
H 1.46 1.46 -0.56
H 0.60 0.00 -0.88
H 0.88 -0.52 2.71
H 2.01 -0.22 1.36
H 0.67 -1.43 1.30
H -1.37 2.28 0.65
H -0.66 3.51 -0.11
*
```

As for the energy relative to the best compared isomer or geometry (same formula, charge and spin): 0.0 kcal per mole. As for the structure (SMILES): COC[C@H](C)N.COCCNCCOC.COCCNCCOC.CO.CO.CO.CO.CO.CO.CO.CO.CO.


10.
# HNO3S

A molecular structure, HNO3S at a distorted geometry (ωB97M-V/def2-TZVPD, the Open Molecules 2025 dataset).

ORCA input file:
```
! RIJCOSX wB97M-V def2-TZVPD def2/J DEFGRID3
* xyz 0 1
N -0.85 -0.92 0.73
O 1.54 0.59 0.77
O 0.05 0.60 -1.44
O -0.18 -1.47 1.51
S 0.27 0.95 0.16
H -0.84 0.25 -1.73
*
```

As for the energy relative to the best compared isomer or geometry (same formula, charge and spin): 10.7 kcal per mole.


11.
# C15H30N2O6

C15H30N2O6 in the gas phase (ωB97M-V/def2-TZVPD, the Open Molecules 2025 dataset).

ORCA input file:
```
! RIJCOSX wB97M-V def2-TZVPD def2/J DEFGRID3
* xyz 0 1
C -2.98 4.61 -1.11
H -2.78 5.36 -1.88
O -1.89 4.49 -0.23
C -0.67 4.17 -0.86
C -0.50 2.67 -1.17
N -0.13 1.91 0.01
C 1.14 1.49 0.12
O 1.98 1.72 -0.74
C 1.51 0.71 1.37
C 0.80 -0.63 1.52
O 0.02 -0.82 2.44
N 1.07 -1.59 0.61
C 1.95 -1.46 -0.53
H 2.65 -0.65 -0.38
H 2.50 -2.40 -0.62
C 1.19 -1.20 -1.83
O 0.55 -2.39 -2.26
C -0.17 -2.22 -3.45
H -0.61 -3.18 -3.69
H 0.50 -1.91 -4.27
H -0.96 -1.47 -3.34
H 1.91 -0.87 -2.60
H 0.45 -0.40 -1.69
C 0.43 -2.88 0.79
H 0.33 -3.35 -0.19
C 1.24 -3.78 1.72
O 2.47 -4.11 1.10
C 3.29 -4.90 1.91
H 4.20 -5.10 1.34
H 2.81 -5.85 2.17
H 3.55 -4.38 2.84
H 1.43 -3.25 2.67
H 0.67 -4.69 1.94
H -0.55 -2.72 1.24
H 1.28 1.30 2.26
H 2.59 0.55 1.35
C -1.21 1.62 0.93
H -0.81 1.34 1.90
H -1.80 2.53 1.04
C -2.11 0.48 0.42
O -3.11 0.90 -0.48
C -4.26 1.42 0.14
H -4.97 1.65 -0.66
H -4.71 0.68 0.82
H -4.04 2.33 0.71
H -1.50 -0.25 -0.13
H -2.56 -0.03 1.27
H -1.43 2.26 -1.58
H 0.30 2.56 -1.90
H 0.11 4.47 -0.16
H -0.57 4.74 -1.79
H -3.22 3.66 -1.60
H -3.83 4.93 -0.51
*
```

As for the energy relative to the best compared isomer or geometry (same formula, charge and spin): 0.0 kcal per mole. As for the structure (SMILES): COCCN(CCOC)C(=O)CC(=O)N(CCOC)CCOC.


12.
# C2H2F2O5S2

C2H2F2O5S2 in the gas phase at a distorted geometry (ωB97M-V/def2-TZVPD, the Open Molecules 2025 dataset).

ORCA input file:
```
! RIJCOSX wB97M-V def2-TZVPD def2/J DEFGRID3
* xyz 0 1
C -1.48 -0.04 0.95
C 0.71 -1.42 -0.01
O -1.34 0.97 -1.38
O -1.47 2.50 0.67
O 2.78 0.12 -0.05
O 1.19 0.25 -2.04
O 0.63 1.29 0.00
F 0.39 -2.43 -0.82
F 1.43 -2.00 0.91
S -1.06 1.30 0.00
S 1.46 0.18 -0.66
H -1.95 -0.80 0.48
H -1.30 0.08 1.95
*
```

As for the energy relative to the best compared isomer or geometry (same formula, charge and spin): 68.0 kcal per mole.